1.
90
Properties=species:S:1:pos:R:3:forces:R:3 method="wB97M-V/def2-TZVPD" largest_force_ha_per_bohr=0.0313 e_homo_ev=-10.3 total_charge=+1 spin_multiplicity=1
C -0.9081 -2.4192 -2.7539 -0.42 0.24 0.56
C -1.7515 -2.2799 -1.4698 1.19 0.54 -0.76
C -0.8794 -1.5951 -0.3744 -0.36 -0.67 0.13
C -0.3670 -2.6086 0.6557 0.73 0.83 0.66
C -0.3219 -2.1644 2.1815 -0.27 -0.38 0.13
C -0.2431 -0.6763 2.5156 0.54 0.45 0.48
P -0.4331 -0.5239 4.3147 -0.81 -0.72 0.91
O -0.9745 -1.7435 4.9573 0.08 -0.01 -0.21
O -1.3861 0.7240 4.6412 0.67 0.02 -0.35
O 1.0278 -0.2095 4.9066 -0.23 0.32 -0.65
C 0.8349 -2.9879 2.8339 -0.52 0.14 -0.25
N 1.1234 -3.9889 1.7477 0.28 0.44 0.30
C 2.2250 -4.9871 1.9092 -0.09 -0.91 0.70
O 1.6596 -6.2723 1.9447 -0.28 0.20 -0.61
O 1.1938 -6.5194 3.2621 0.32 0.16 0.66
C 1.0652 -3.1619 0.4907 -0.54 -0.26 -1.12
C 2.2136 -2.1499 0.3851 0.27 -0.89 0.31
C 2.4516 -1.6278 -1.0442 -0.10 0.20 -0.09
C 2.7390 -0.1205 -1.1202 0.20 -0.19 -0.11
S 1.5877 0.8684 -0.1150 -0.04 0.27 0.37
C 0.8895 2.0902 -1.2610 0.45 -0.45 -0.08
S -0.4894 1.7651 -2.0296 -0.02 0.04 -0.08
N 1.6497 3.2705 -1.3059 -1.36 0.08 -0.06
C 1.5395 3.9662 -0.0345 0.74 0.07 0.36
C 0.3823 3.9704 0.7333 -0.07 -0.13 -0.16
C 0.3454 4.6809 1.9274 -0.06 -0.09 -0.02
C 1.4567 5.3774 2.3695 0.16 0.29 0.13
C 2.6196 5.3812 1.6072 -0.34 -0.27 -0.26
C 2.6431 4.6742 0.4151 0.61 0.26 -0.02
C 1.4471 4.1093 -2.4595 0.11 0.48 -0.69
C 1.0331 5.4328 -2.3499 -0.08 0.13 0.40
C 0.9105 6.2453 -3.4649 0.00 0.21 -0.40
C 1.1743 5.7706 -4.7401 -0.01 -0.10 0.54
C 1.5862 4.4508 -4.8592 0.05 0.20 -0.42
C 1.7301 3.6404 -3.7510 0.36 -0.28 0.74
O -2.8657 -1.4802 -1.7999 -0.52 -0.82 -0.18
C -4.0517 -1.9005 -1.1246 0.24 0.60 0.64
C -4.0260 -1.3334 0.2933 -0.28 -0.30 -0.83
C -3.8684 0.0465 0.4131 -0.03 0.17 0.46
C -3.7866 0.6267 1.6710 -0.01 -0.50 -0.49
C -3.8606 -0.1998 2.7915 0.05 0.64 0.60
C -4.0280 -1.5627 2.6812 -0.02 -0.68 -0.48
C -4.1119 -2.1459 1.4101 0.17 0.49 0.07
H -0.5324 -1.4235 -3.0036 0.11 -0.11 -0.14
H -0.0813 -3.1074 -2.5602 0.05 0.02 -0.19
H -1.5243 -2.7762 -3.5780 0.10 -0.11 0.03
H -2.0259 -3.3037 -1.1840 -0.43 0.18 0.26
H -1.4664 -0.8460 0.1541 -0.09 -0.05 -0.22
H -0.0891 -1.0626 -0.8910 0.06 0.11 0.30
H -1.1004 -3.4238 0.6626 0.31 -0.26 -0.20
H -1.2329 -2.5525 2.6409 -0.09 0.26 -0.05
H 0.7231 -0.2251 2.2719 -0.08 -0.08 -0.16
H -1.0027 -0.0845 2.0033 -0.10 -0.11 0.13
H -1.8291 0.5229 5.4781 -0.16 0.11 -0.02
H 1.0108 -0.3886 5.8569 0.17 -0.03 0.04
H 1.7124 -2.3775 3.0420 0.12 -0.23 -0.05
H 0.5271 -3.5332 3.7229 0.05 0.19 0.09
H 0.2686 -4.5479 1.7168 0.13 -0.21 -0.18
H 2.7462 -4.8573 2.8577 0.12 0.50 -0.19
H 2.8832 -4.9840 1.0440 -0.02 0.17 0.00
H 0.2332 -6.3850 3.2599 -0.02 -0.14 -0.41
H 1.1854 -3.8753 -0.3336 -0.24 0.06 -0.01
H 3.1111 -2.7191 0.6649 0.04 0.22 0.12
H 2.1202 -1.3627 1.1312 -0.12 0.14 -0.20
H 3.3203 -2.1438 -1.4617 -0.01 0.04 0.00
H 1.6298 -1.8758 -1.7155 -0.13 0.04 0.17
H 3.7446 0.0654 -0.7404 -0.03 0.13 -0.12
H 2.6924 0.1874 -2.1653 0.02 0.17 0.09
H -0.5022 3.4360 0.4080 0.04 0.02 -0.06
H -0.5754 4.6839 2.4976 0.07 0.03 0.05
H 1.4250 5.9491 3.2892 -0.08 -0.10 0.01
H 3.5064 5.9216 1.9100 -0.09 0.03 0.11
H 3.5546 4.7101 -0.1724 -0.14 -0.20 -0.13
H 0.7967 5.8744 -1.3912 0.05 -0.16 0.07
H 0.6107 7.2807 -3.3524 -0.06 -0.08 0.16
H 1.0535 6.4299 -5.5882 0.08 -0.15 -0.11
H 1.8014 4.0486 -5.8421 0.01 -0.05 0.06
H 2.0692 2.6074 -3.8976 0.35 0.79 0.52
H -4.9021 -1.4972 -1.6746 0.09 0.03 -0.08
H -4.1323 -2.9919 -1.1114 0.01 0.01 -0.03
H -3.7852 0.6675 -0.4712 -0.04 -0.11 -0.05
H -3.6628 1.6997 1.7408 -0.01 -0.03 0.25
H -3.7704 0.2565 3.7713 -0.11 -0.12 -0.07
H -4.0877 -2.2134 3.5453 0.03 0.23 0.14
H -4.2219 -3.2164 1.2725 -0.07 0.01 0.14
C -0.2124 0.0865 -6.1482 0.03 0.00 -0.01
Br -2.0208 -0.1991 -5.5503 0.05 0.06 -0.01
Br -0.1381 0.5210 -8.0212 0.00 0.00 0.09
Br 0.6716 1.4363 -5.0743 -0.71 -1.05 -0.99
H 0.3223 -0.8434 -6.0149 -0.01 0.00 0.00

2.
85
Properties=species:S:1:pos:R:3:forces:R:3 method="wB97M-V/def2-TZVPD" largest_force_ha_per_bohr=0.0880 de_lowest_kj_mol=0.00 e_homo_ev="-11.2 / -13.2" total_charge=+2 spin_multiplicity=5 s2=6.05
P 3.0626 -5.4941 -0.6875 -0.49 0.35 -0.85
C 1.5163 -6.2638 -0.3924 -1.14 -0.30 -0.07
C 1.1416 -7.3392 -1.2553 0.35 -0.05 0.62
H 1.5043 -7.3592 -2.2825 0.26 -0.29 0.32
C 0.3581 -8.3717 -0.7440 -0.28 0.22 -0.07
H 0.2040 -9.2879 -1.3250 -0.06 0.52 0.15
C -0.2317 -8.2389 0.5221 0.25 0.28 -0.04
H -0.8302 -9.0532 0.9334 0.17 0.26 -0.15
C -0.0805 -7.0483 1.2515 -0.26 0.02 0.03
H -0.6242 -6.9091 2.1945 0.24 -0.06 -0.49
C 0.7799 -6.0534 0.7984 0.64 -0.26 0.05
H 0.9319 -5.1206 1.3529 0.02 -0.54 0.04
C 3.1990 -4.6121 -2.2221 0.22 0.50 -0.26
C 2.0542 -4.4259 -3.0296 0.16 -0.22 0.18
H 1.0705 -4.6064 -2.5921 0.22 -0.03 -0.24
C 2.1955 -4.0253 -4.3537 -0.04 0.01 0.02
H 1.3031 -3.8829 -4.9685 0.33 -0.11 0.16
C 3.4703 -3.8254 -4.8962 -0.09 0.06 0.23
H 3.5757 -3.5939 -5.9576 0.00 -0.04 0.33
C 4.6010 -3.8910 -4.0709 -0.04 0.18 0.06
H 5.5865 -3.6709 -4.4917 -0.35 -0.09 0.23
C 4.4707 -4.2341 -2.7266 -0.25 -0.24 -0.05
H 5.3394 -4.2382 -2.0659 -0.15 -0.21 -0.25
C 4.1256 -5.0288 0.6325 0.82 0.03 1.10
C 5.0475 -6.0279 1.0568 -0.18 0.58 -0.33
H 4.9100 -7.0450 0.6874 0.28 0.23 0.07
C 6.1155 -5.6837 1.8844 -0.21 0.45 0.24
H 6.8775 -6.4248 2.1468 -0.41 0.28 -0.05
C 6.2074 -4.3682 2.3831 -0.28 -0.27 -0.37
H 7.0389 -4.0972 3.0337 -0.23 -0.08 -0.17
C 5.2364 -3.4062 2.0583 -0.06 -0.16 -0.04
H 5.2933 -2.3968 2.4841 -0.02 -0.51 -0.17
C 4.1954 -3.7280 1.1832 0.10 -0.34 -0.22
H 3.4094 -3.0066 0.9350 0.33 -0.10 0.11
Pd -0.1868 0.4843 -0.0493 -2.06 3.62 -0.14
C 1.3744 1.2661 -1.3064 0.16 0.22 0.45
C 2.3212 0.5358 -1.8921 0.35 0.38 -0.47
H 1.2764 2.3675 -1.3912 0.11 -0.90 -0.28
C 2.6101 -0.9411 -1.6300 0.35 -0.52 -0.57
O 3.9017 -1.0001 -0.9965 0.14 0.09 -0.15
H 4.0217 -1.9030 -0.6742 0.08 0.09 -0.08
C 1.6055 -1.6017 -0.8044 -0.36 1.15 -0.04
H 2.6552 -1.4999 -2.5808 0.22 0.24 -0.09
C 0.5326 -1.2059 -0.2076 2.07 -4.02 0.01
Cl -1.2088 2.6621 -0.1996 0.17 -0.75 -0.14
Cl -1.8425 -0.9178 1.3481 -0.50 0.00 0.54
P -1.6267 -0.5519 -1.6623 -0.92 0.10 -0.07
C -3.3470 -0.0839 -1.3496 0.03 -0.05 -0.05
H -3.4038 1.0067 -1.3153 -0.07 -0.11 -0.03
H -3.6312 -0.4836 -0.3705 0.00 0.11 -0.32
H -3.9867 -0.4921 -2.1380 0.01 0.14 0.07
C -1.1611 0.2146 -3.2322 0.04 0.06 -0.16
H -0.1886 -0.1734 -3.5499 -0.11 0.06 0.01
H -1.0814 1.2921 -3.0690 -0.07 -0.09 -0.14
H -1.9175 -0.0064 -3.9917 0.11 0.06 0.02
C -1.6678 -2.3258 -2.0423 0.12 -0.22 0.11
H -1.7981 -2.8992 -1.1186 -0.03 0.10 -0.15
H -0.7368 -2.6358 -2.5312 -0.16 0.11 0.14
H -2.5103 -2.5239 -2.7168 0.13 0.07 0.14
P 3.4652 1.3555 -3.0565 -0.54 -0.67 1.11
C 2.7189 2.9208 -3.4817 0.25 0.20 -0.35
C 3.7119 0.3435 -4.5230 0.06 0.11 -0.24
H 2.4600 3.4548 -2.5580 0.16 -0.05 -0.39
H 1.8094 2.7320 -4.0711 0.29 0.17 0.17
H 3.4512 3.5010 -4.0655 -0.39 -0.06 0.15
H 4.1482 -0.6320 -4.2604 -0.10 0.36 -0.02
H 4.3970 0.8885 -5.1928 -0.23 -0.30 0.12
H 2.7477 0.1886 -5.0285 0.30 0.05 0.12
C 5.0499 1.5987 -2.2481 0.27 0.20 -0.23
H 4.9310 2.3178 -1.4269 0.02 -0.16 -0.22
H 5.7644 1.9939 -2.9853 -0.08 -0.08 0.31
H 5.3953 0.6391 -1.8421 -0.11 0.29 -0.18
H 0.0126 -1.8862 0.4502 -0.27 -0.25 0.02
C 3.9759 1.7346 3.3410 0.29 0.03 -0.04
N 2.6766 1.1973 2.9552 -0.41 -0.34 0.14
C 1.5968 0.9874 3.8099 -0.02 0.04 -0.87
C 0.5305 0.6490 3.0197 0.82 0.30 -0.06
N 0.9560 0.6977 1.7088 0.98 -0.74 0.41
C 2.2624 0.9378 1.6913 -0.52 0.59 1.02
H 4.1810 2.6605 2.7877 -0.12 -0.23 0.22
H 3.9625 1.9588 4.4127 0.03 -0.10 -0.31
H 4.7766 1.0168 3.1257 -0.21 0.12 0.12
H 1.6633 1.1085 4.8736 0.13 0.05 0.10
H -0.4628 0.3229 3.2868 0.05 0.27 -0.09
H 2.9233 0.9243 0.8273 -0.33 0.18 0.26

3.
85
Properties=species:S:1:pos:R:3:forces:R:3 method="wB97M-V/def2-TZVPD" largest_force_ha_per_bohr=0.0090 de_lowest_kj_mol=0.00 e_homo_ev="-3.0 / -1.7" total_charge=-1 spin_multiplicity=1
Mg 0.5908 -1.5030 -0.2781 -0.29 0.00 -0.02
C 2.4401 1.8307 -0.2569 -0.02 0.01 0.00
P 1.1891 0.8570 0.6443 0.04 -0.09 0.26
C -0.1326 2.0920 0.8639 -0.14 -0.15 -0.10
N 0.2784 3.2803 1.3397 0.05 0.06 0.02
C -0.6458 4.2922 1.3812 0.00 0.01 0.01
C -0.2828 5.5564 1.8652 0.02 -0.05 -0.01
C -1.1951 6.5976 1.8942 -0.10 -0.01 -0.03
C -2.4975 6.3960 1.4335 0.11 0.05 0.05
C -2.8775 5.1557 0.9529 0.00 -0.03 -0.02
C -1.9705 4.0864 0.9210 -0.01 0.01 0.02
N -2.3699 2.8660 0.4529 -0.08 0.00 0.01
C -1.4470 1.8731 0.4450 0.13 -0.02 0.04
P -2.2131 0.4415 -0.4080 0.22 0.11 -0.04
C -3.9005 0.4908 0.2428 -0.04 0.07 -0.01
C -2.2855 1.0119 -2.1871 0.04 0.01 0.00
C -0.9474 1.6928 -2.5128 -0.03 -0.03 0.01
C -3.4402 1.9859 -2.4379 0.04 0.06 -0.06
C -2.4384 -0.2062 -3.1020 -0.04 0.02 -0.05
C 1.9669 0.5788 2.3209 -0.05 0.00 -0.03
C 0.8530 0.0704 3.2405 -0.02 0.02 0.00
C 2.6268 1.8160 2.9290 0.03 0.06 0.03
C 3.0228 -0.5220 2.1384 0.02 0.01 0.10
H 2.5966 2.7797 0.2552 0.04 -0.01 -0.03
H 2.0835 2.0191 -1.2700 -0.01 -0.01 0.02
H 3.3657 1.2595 -0.3329 0.01 0.00 0.00
H 0.7354 5.6918 2.2099 0.00 -0.01 0.00
H -0.8950 7.5677 2.2715 -0.01 0.00 0.00
H -3.2137 7.2084 1.4523 0.01 0.01 0.01
H -3.8851 4.9809 0.5945 0.00 -0.02 -0.01
H -4.6189 0.0326 -0.4291 0.00 0.00 -0.02
H -4.1335 1.5421 0.3931 -0.02 -0.01 0.00
H -3.9075 -0.0248 1.2026 -0.02 0.01 0.00
H -0.8467 2.6504 -2.0007 -0.02 -0.02 0.01
H -0.8896 1.8652 -3.5913 0.00 0.02 0.02
H -0.0947 1.0653 -2.2343 -0.04 -0.01 0.00
H -3.4212 2.8196 -1.7365 0.01 -0.03 -0.01
H -4.4087 1.4849 -2.3669 0.01 0.02 0.03
H -3.3491 2.3840 -3.4539 -0.02 -0.03 0.01
H -1.6656 -0.9506 -2.9158 0.04 0.02 0.00
H -2.3521 0.1241 -4.1410 -0.03 0.00 0.00
H -3.4141 -0.6849 -2.9929 0.01 0.03 0.01
H 0.0721 0.8224 3.3769 0.03 0.01 0.00
H 1.2697 -0.1756 4.2218 0.00 0.00 -0.01
H 0.3855 -0.8363 2.8442 0.00 0.00 -0.02
H 1.9793 2.6919 2.8897 -0.01 -0.08 0.01
H 3.5579 2.0541 2.4088 -0.03 0.02 0.00
H 2.8775 1.6047 3.9743 0.05 0.00 -0.02
H 2.6080 -1.4588 1.7601 -0.06 0.03 0.00
H 3.4801 -0.7404 3.1094 0.02 0.04 -0.01
H 3.8201 -0.2118 1.4590 -0.01 0.01 0.01
F 3.9593 0.3712 -4.2582 0.00 0.02 -0.01
C 3.6807 -0.5137 -3.2574 0.06 -0.02 0.00
C 2.4018 -0.6191 -2.7621 -0.14 -0.12 0.07
C 2.0893 -1.5342 -1.7464 0.13 0.19 -0.25
C 3.1211 -2.3735 -1.2422 -0.16 -0.04 0.17
C 4.4123 -2.1618 -1.7399 -0.01 -0.03 -0.05
F 5.4778 -2.8419 -1.2270 0.07 0.01 -0.02
C 4.7184 -1.2640 -2.7434 0.03 -0.04 0.06
C 2.7876 -3.3994 -0.2278 -0.20 -0.01 -0.01
C 3.5541 -4.5399 -0.0291 0.00 0.08 0.01
C 3.1487 -5.5735 0.8027 -0.18 -0.05 0.13
C 1.8811 -5.4335 1.4529 0.29 -0.04 -0.11
C 1.1595 -4.3036 1.2424 0.11 0.24 -0.03
N 1.5406 -3.2508 0.4464 0.07 0.26 -0.28
H 1.6441 0.0380 -3.1844 0.04 -0.03 0.02
H 5.7343 -1.1519 -3.0956 -0.01 -0.02 0.01
H 4.4866 -4.6277 -0.5667 -0.03 -0.03 0.01
H 3.7563 -6.4588 0.9323 0.00 0.01 0.00
H 1.4868 -6.2028 2.1052 0.00 0.01 -0.01
H 0.2084 -4.1981 1.7470 -0.06 0.02 -0.01
C -3.6996 -2.3999 -0.4918 -0.02 0.05 -0.01
C -2.2022 -2.3134 -0.1447 0.07 0.10 -0.11
C -2.0552 -2.7410 1.3176 -0.01 -0.06 0.01
C -1.5156 -3.3018 -1.1085 0.02 0.21 0.08
N -1.5090 -0.9913 -0.2898 0.07 -0.43 0.14
H -3.9508 -3.4503 -0.6506 0.00 -0.01 0.04
H -3.9378 -1.8693 -1.4130 0.02 -0.06 0.01
H -4.3414 -2.0297 0.3055 0.02 0.00 -0.02
H -2.4157 -3.7607 1.4778 -0.01 0.00 0.00
H -2.6296 -2.0613 1.9515 0.00 -0.01 0.00
H -1.0189 -2.6916 1.6501 0.02 0.02 -0.04
H -1.7969 -4.3315 -0.8832 -0.01 0.00 0.02
H -0.4253 -3.2549 -1.0769 -0.03 -0.25 0.02
H -1.8114 -3.0700 -2.1334 -0.02 -0.04 0.01